Entry 1:
Here is a structure of composition C19H40IInNO8 from the OMol25 dataset. Energies are from ωB97M-V/def2-TZVPD.

Each line ends with the Mulliken charge.
Atoms and positions in Å:
C 10.03 1.07 -3.86  -1.160
C 8.66 0.36 -4.00  0.225
C 8.48 -0.25 -5.38  0.330
O 8.76 -1.38 -5.53  -0.571
O 8.06 0.48 -6.43  -0.423
C 6.68 0.97 -6.25  -0.371
C 6.71 2.40 -5.69  -0.988
In 5.21 2.82 -4.07  0.738
I 4.11 5.37 -4.48  -0.525
C 3.64 1.26 -3.78  -0.766
C 3.17 0.55 -5.05  -0.289
N 2.12 -0.45 -4.67  -0.527
H 10.74 0.66 -4.59  0.308
H 10.46 0.93 -2.87  0.316
H 9.95 2.14 -4.06  0.299
H 7.85 1.04 -3.73  -0.098
H 8.65 -0.46 -3.29  0.360
H 6.15 0.25 -5.62  0.373
H 6.29 1.02 -7.26  0.261
H 7.70 2.55 -5.25  0.248
H 6.56 3.15 -6.46  0.357
H 6.14 2.90 -2.52  -0.372
H 2.77 1.73 -3.31  0.298
H 3.98 0.47 -3.10  0.198
H 2.70 1.22 -5.78  0.186
H 3.96 -0.04 -5.54  0.238
H 1.22 -0.01 -4.55  0.206
H 2.09 -1.22 -5.33  0.166
O -0.14 2.42 -1.32  -0.578
C 0.03 1.42 -0.67  0.752
O 1.03 0.58 -1.00  -0.373
C 1.43 -0.53 -0.20  -0.395
C 0.58 -1.75 -0.48  -0.804
C -0.90 1.04 0.45  -0.912
H 1.45 -0.27 0.86  0.331
H 2.46 -0.75 -0.49  0.341
H -0.47 -1.58 -0.22  0.122
H 0.93 -2.61 0.09  0.375
H 0.61 -2.00 -1.54  0.282
H -1.78 0.55 0.04  0.168
H -1.21 1.95 0.96  0.386
H -0.45 0.40 1.21  0.298
O -3.63 -1.14 0.74  -0.550
C -4.11 -1.07 1.84  0.880
O -3.53 -0.26 2.75  -0.388
C -4.12 0.04 4.02  -0.365
C -3.80 -1.03 5.05  -0.954
C -5.29 -1.91 2.25  -0.694
H -5.19 0.21 3.92  0.276
H -3.68 0.98 4.34  0.382
H -4.21 -2.00 4.76  0.248
H -4.21 -0.76 6.02  0.269
H -2.72 -1.16 5.14  0.373
H -4.93 -2.91 2.53  0.300
H -5.96 -2.01 1.40  0.305
H -5.88 -1.49 3.07  -0.036
O -7.64 -1.12 3.50  -0.619
C -8.06 -1.03 4.62  0.876
O -7.41 -0.24 5.50  -0.323
C -7.91 0.08 6.80  -0.463
C -7.55 -0.99 7.81  -0.930
C -9.23 -1.86 5.09  -1.183
H -8.98 0.28 6.77  0.382
H -7.43 1.01 7.08  0.346
H -8.00 -1.95 7.56  0.272
H -7.88 -0.71 8.81  0.377
H -6.47 -1.14 7.83  0.245
H -8.88 -2.85 5.35  0.258
H -9.94 -1.93 4.27  0.354
H -9.77 -1.43 5.93  0.351

The energy above the lowest of the compared OMol25 structures with the same formula, charge and spin is 11.91 kcal per mole. Its LUMO energy is 1.2 eV. Its net charge is -1. The calculation puts the orbital gap at 5.861 eV.

Entry 2:
Here is a cluster of 2 separate species, C4H11NO in total from the OMol25 dataset. Energies are from ωB97M-V/def2-TZVPD.

Each line ends with the Mulliken charge.
Atoms and positions in Å:
C 1.97 -2.81 0.33  -0.967
C 2.65 -1.49 0.62  0.029
C 2.97 -1.09 1.84  -0.678
H 0.96 -2.80 0.77  0.248
H 1.86 -3.13 -0.70  0.315
H 2.56 -3.56 0.88  0.270
H 2.58 -0.76 -0.18  0.284
H 3.62 -0.27 2.14  0.261
H 2.76 -1.70 2.71  0.239
N -2.08 3.10 -1.06  -0.587
C -3.20 2.24 -1.40  -0.174
O -3.30 1.17 -0.44  -0.552
H -2.19 3.39 -0.10  0.252
H -1.16 2.68 -1.00  0.220
H -4.09 2.85 -1.28  0.238
H -3.11 1.79 -2.39  0.295
H -2.82 0.40 -0.73  0.309

The energy above the lowest of the compared OMol25 structures with the same formula, charge and spin is 49.52 kcal per mole. Its SMILES is C=CC.NCO. Its LUMO energy is 0.7 eV. The calculation puts the orbital gap at 10.221 eV.

Entry 3:
Here is a structure of composition C29H38BrN5O8P2S2Tc from the OMol25 dataset. Energies are from ωB97M-V/def2-TZVPD.

Each line ends with the Mulliken charge.
Atoms and positions in Å:
Tc 0.17 -0.63 1.33  1.266
C 5.42 0.38 0.27  -1.554
C 4.20 0.97 0.93  0.223
C 4.25 2.15 1.66  -0.484
C 3.09 2.66 2.21  -0.840
C 1.90 1.98 2.04  0.005
Br 0.35 2.83 2.70  -0.011
N 1.83 0.82 1.38  1.195
C 2.98 0.34 0.84  -0.510
H 6.33 0.69 0.77  0.426
H 5.48 0.71 -0.77  0.309
H 5.38 -0.71 0.27  0.388
H 5.19 2.67 1.81  0.480
H 3.09 3.58 2.77  0.522
H 2.91 -0.62 0.35  0.389
S -1.26 1.01 0.35  -0.054
C -1.13 0.87 -1.32  -0.005
N -1.85 1.61 -2.12  0.360
C -1.91 1.29 -3.56  -0.816
C -0.54 0.95 -4.07  -0.630
N 0.07 -0.08 -3.21  0.279
C 0.98 -1.00 -3.92  -1.534
C 0.18 -2.01 -4.73  0.939
C 0.64 -2.35 -6.00  -0.554
C -0.05 -3.30 -6.74  -0.646
C -1.20 -3.89 -6.23  -0.447
C -1.65 -3.54 -4.97  -0.829
C -0.96 -2.60 -4.22  0.049
C -0.17 -0.14 -1.93  0.455
S 0.58 -1.29 -0.94  -0.332
C -2.59 2.82 -1.70  -1.615
C -1.79 4.05 -2.03  0.767
C -0.52 4.25 -1.49  0.234
C 0.19 5.40 -1.80  -0.833
C -0.36 6.36 -2.65  -0.454
C -1.62 6.16 -3.18  -0.703
C -2.33 5.01 -2.88  -0.337
H -2.30 2.16 -4.09  0.486
H -2.59 0.45 -3.70  0.345
H 0.12 1.82 -4.09  0.320
H -0.61 0.53 -5.07  0.486
H 1.64 -1.48 -3.21  0.504
H 1.58 -0.38 -4.59  0.453
H 1.53 -1.89 -6.40  0.390
H 0.31 -3.57 -7.73  0.414
H -1.73 -4.63 -6.82  0.419
H -2.54 -4.01 -4.56  0.423
H -1.32 -2.36 -3.22  0.422
H -2.84 2.74 -0.65  0.565
H -3.53 2.83 -2.27  0.517
H -0.08 3.52 -0.81  0.335
H 1.18 5.55 -1.38  0.435
H 0.20 7.25 -2.88  0.407
H -2.06 6.90 -3.84  0.403
H -3.33 4.86 -3.29  0.395
O -2.43 -4.08 1.64  -0.497
P -1.17 -3.29 2.15  0.196
O -0.99 -3.18 3.60  -0.391
O -1.29 -1.92 1.38  -0.356
O 0.07 -4.00 1.41  -0.299
P 1.60 -3.57 1.77  0.508
O 2.34 -3.88 0.40  -0.428
O 2.17 -4.19 2.95  -0.671
O 1.52 -1.99 1.75  0.148
H -2.63 -4.87 2.15  0.383
H 2.81 -4.73 0.42  0.333
C -0.40 -0.99 6.75  -1.184
N 0.08 -1.01 5.37  0.196
C 1.44 -1.50 5.13  -0.902
C -0.66 -0.61 4.34  -0.402
O -0.02 -0.23 3.27  0.395
N -1.99 -0.52 4.41  0.412
C -2.72 0.20 3.38  -1.060
C -2.77 -1.50 5.17  -1.329
H 0.40 -0.58 7.37  0.438
H -0.64 -1.98 7.11  0.358
H -1.27 -0.34 6.84  0.361
H 1.93 -1.62 6.09  0.370
H 2.01 -0.79 4.53  0.215
H 1.42 -2.46 4.62  0.253
H -2.16 1.09 3.07  0.112
H -3.67 0.53 3.80  0.509
H -2.92 -0.43 2.51  0.289
H -2.15 -2.34 5.45  0.449
H -3.57 -1.87 4.52  0.406
H -3.23 -1.05 6.05  0.368

As for the expectation value of S²: 3.77. The energy above the lowest of the compared OMol25 structures with the same formula, charge and spin is 0.33 kcal per mole. Its LUMO energy (alpha / beta) is -7.0 / -7.3 eV. Its net charge is +2. The calculation puts the orbital gap (alpha / beta) at 6.785 / 6.494 eV. The spin multiplicity is 4.

Entry 4:
Here is a cluster of 3 separate species, C19H40O8P3 in total from the OMol25 dataset. Energies are from ωB97M-V/def2-TZVPD.

Each line ends with the Mulliken charge.
Atoms and positions in Å:
P -3.44 3.74 -3.29  0.095
C -4.49 5.08 -4.11  -0.735
C -5.98 4.72 -3.72  0.683
C -6.81 5.65 -3.00  -0.510
C -8.17 5.24 -2.63  -0.506
C -8.59 3.91 -3.03  -0.324
C -7.77 2.97 -3.77  -0.602
C -6.42 3.37 -4.13  -0.264
H -4.26 3.02 -2.36  0.245
H -2.39 4.41 -2.60  0.191
H -2.98 2.77 -4.22  0.228
H -4.19 6.10 -3.79  0.451
H -4.45 4.99 -5.23  0.390
H -6.38 6.64 -2.72  0.297
H -8.81 5.94 -2.06  0.368
H -9.61 3.59 -2.74  0.332
H -8.09 1.95 -4.07  0.364
H -5.71 2.70 -4.67  0.312
O 0.25 1.71 -0.17  -0.746
P 0.37 2.32 1.21  1.080
O 0.63 0.95 2.08  -0.376
C 1.84 0.23 1.90  -0.023
C 3.04 0.99 2.44  -1.150
O -1.25 2.51 1.51  -0.386
C -2.18 2.47 0.44  -0.242
C -2.67 1.06 0.17  -1.002
O 0.62 3.25 2.60  -0.273
C 1.63 4.25 2.61  -0.181
C 1.71 5.06 1.32  -1.122
H 1.98 -0.02 0.85  0.276
H 1.74 -0.71 2.45  0.125
H 3.25 1.87 1.81  0.254
H 3.93 0.37 2.44  0.439
H 2.85 1.35 3.45  0.289
H -1.74 2.92 -0.46  0.166
H -3.03 3.10 0.72  0.394
H -1.86 0.33 0.18  0.281
H -3.19 1.00 -0.79  0.267
H -3.37 0.75 0.96  0.313
H 2.60 3.80 2.83  0.223
H 1.41 4.93 3.44  0.334
H 1.93 4.41 0.46  0.353
H 2.50 5.80 1.39  0.393
H 0.76 5.57 1.13  0.297
O 2.72 -6.03 -0.28  -0.735
P 3.65 -5.39 0.73  1.015
O 2.82 -3.99 0.99  -0.292
C 1.56 -4.04 1.64  -0.268
C 1.69 -4.43 3.10  -1.151
O 4.78 -4.83 -0.33  -0.342
C 4.85 -5.34 -1.65  -0.335
C 3.96 -4.56 -2.61  -1.020
O 4.74 -4.96 1.95  -0.269
C 4.94 -5.84 3.05  -0.190
C 5.01 -7.31 2.67  -1.167
H 0.89 -4.72 1.11  0.268
H 1.13 -3.04 1.57  0.258
H 1.99 -5.48 3.19  0.348
H 0.74 -4.31 3.62  0.453
H 2.45 -3.82 3.60  0.238
H 4.61 -6.41 -1.66  0.317
H 5.89 -5.26 -1.98  0.354
H 2.98 -4.36 -2.19  0.280
H 3.84 -5.11 -3.55  0.335
H 4.41 -3.59 -2.83  0.283
H 4.16 -5.68 3.80  0.227
H 5.89 -5.55 3.52  0.325
H 4.08 -7.64 2.18  0.365
H 5.16 -7.92 3.56  0.390
H 5.83 -7.49 1.97  0.316

Its LUMO energy is -3.3 eV. Its net charge is +1. The calculation puts the orbital gap at 7.816 eV.

One value per record, in order, for molar mass: 652.25; 89.14; 888.64; 489.44 Da.
One value per record, in order, for electronic energy: -51497.281; -7862.406; -167006.142; -64589.157 eV.